The following is a DFT calculation (ωB97M-V with the def2-TZVPD basis set) of a molecular structure, C17H15AsErF2NO2S4.

The molecular weight is 673.758 g/mol. The value obtained for the largest force on an atom is 2.86 eV/A. As for the HOMO-LUMO gap (spin up / spin down): 6.50 / 6.51 eV. The calculation puts the energy at -160694.895 eV. Its energy above the lowest of the compared OMol25 structures with the same formula, charge and spin is 0.00 kcal/mol. Its spin multiplicity is 4. As for the charge: 0. The HOMO energy (spin up / spin down) comes out at -6.81 / -6.81 eV.

```
43
C17H15AsErF2NO2S4, DFT ωB97M-V with the def2-TZVPD basis set
Er 10.51226 9.42477 7.12669
O 16.68848 5.93750 7.56481
C 15.54760 6.36756 7.54129
S 14.33879 6.23116 6.17137
C 13.09553 7.29686 6.78430
C 13.27396 7.86248 8.03483
S 12.25647 9.03214 8.97096
S 14.76925 7.44944 8.78088
S 11.72452 7.41598 5.67680
F 7.07856 14.01613 8.21551
C 7.22299 12.73495 7.89180
C 8.49370 12.14970 7.72098
C 8.52944 10.79761 7.44752
C 7.39142 9.99254 7.39550
C 6.16847 10.65716 7.54478
F 4.97807 9.91744 7.56866
C 6.04780 11.99541 7.74255
C 7.48229 8.56091 7.28566
C 6.45530 7.65384 7.11325
C 6.55862 6.28252 7.36100
C 7.86160 5.76530 7.62015
C 8.87226 6.69907 7.79526
N 8.71520 8.01081 7.47667
H 9.38662 12.75708 7.84683
H 5.06617 12.41839 7.86105
H 5.46357 8.10311 6.90294
H 5.66289 5.65569 7.32012
H 8.09405 4.71588 7.76826
H 9.90995 6.41392 8.11488
C 11.81348 13.76748 4.65326
As 12.34507 12.02256 5.25636
C 13.79421 12.30702 6.50757
C 13.02113 10.96910 3.77975
O 11.16590 11.09478 6.03616
H 12.63110 14.48336 4.42369
H 11.17596 14.11239 5.46678
H 11.16812 13.73302 3.76405
H 14.76895 12.37737 6.00822
H 13.79453 11.52293 7.26302
H 13.59074 13.27176 7.00063
H 13.57185 11.55716 3.02696
H 12.16773 10.52757 3.30429
H 13.66332 10.19487 4.21398
```



The following is a DFT calculation (ωB97M-V with the def2-TZVPD basis set) of a molecular structure, C17H15BrCl3N2O7Y.

The molecular weight is 634.483 g/mol. The value obtained for the largest force on an atom is 3.11 eV/A. As for the HOMO-LUMO gap: 8.15 eV. The calculation puts the energy at -143843.613 eV. Its energy above the lowest of the compared OMol25 structures with the same formula, charge and spin is 10.11 kcal/mol. Its spin multiplicity is 1. As for the charge: 0. The HOMO energy comes out at -8.20 eV.

```
46
C17H15BrCl3N2O7Y, DFT ωB97M-V with the def2-TZVPD basis set
Y 0.13840 -0.26420 0.33990
O 0.00100 1.96810 -1.06760
C 1.31040 2.41520 -1.43200
C 2.29330 2.06140 -0.31940
N 2.35800 0.61680 -0.06000
C 2.89130 -0.10530 -1.22320
C 1.73480 -0.55900 -2.17830
O 1.98620 -0.77840 -3.34410
O 0.58790 -0.65730 -1.61800
C 3.12120 0.38210 1.17420
C 2.16780 0.31750 2.41910
O 2.62860 0.51670 3.51850
O 0.94770 0.02990 2.13700
H -0.51140 1.88540 -1.88540
H 1.29530 3.50650 -1.56410
H 1.62550 1.94850 -2.37300
H 1.98130 2.56570 0.59820
H 3.28330 2.44580 -0.60430
H 3.37800 -1.02870 -0.90010
H 3.62990 0.48200 -1.78420
H 3.88370 1.14940 1.35080
H 3.62750 -0.58570 1.12780
O -5.56890 2.94780 0.80420
C -4.42990 2.25430 0.74950
C -4.30280 1.03620 0.07800
C -3.07770 0.40810 0.03440
N -1.97590 0.90390 0.60850
C -2.11520 2.04860 1.27180
Br -0.54120 2.71160 2.08000
C -3.28950 2.76530 1.37880
H -6.28910 2.48470 0.35410
H -5.14960 0.57940 -0.41090
H -2.96100 -0.54250 -0.47020
H -3.33180 3.69020 1.92800
Cl -0.47110 -7.52430 -0.27380
C -0.68410 -5.82060 -0.10670
C 0.41920 -5.01530 0.13390
C 0.22080 -3.66210 0.31780
Cl 1.55080 -2.60560 0.66260
C -1.04510 -3.04480 0.26630
O -1.22690 -1.78460 0.50260
C -2.11420 -3.91450 -0.04370
Cl -3.67580 -3.20910 -0.19300
C -1.95530 -5.27420 -0.20890
H 1.41200 -5.43140 0.18670
H -2.81130 -5.89770 -0.41410
```



The following is a DFT calculation (ωB97M-V with the def2-TZVPD basis set) of a molecular structure, C17H15Cl2IN6O6PbS.

The molecular weight is 836.420 g/mol. The value obtained for the largest force on an atom is 0.62 eV/A. As for the HOMO-LUMO gap: 4.96 eV. The calculation puts the energy at -88303.636 eV. Its energy above the lowest of the compared OMol25 structures with the same formula, charge and spin is 14.63 kcal/mol. Its spin multiplicity is 1. As for the charge: +2. The HOMO energy comes out at -14.49 eV.

```
49
C17H15Cl2IN6O6PbS, DFT ωB97M-V with the def2-TZVPD basis set
Pb 0.52580 -0.79465 0.34461
O 3.26825 -1.73155 3.51057
Cl 3.09676 -1.40519 2.14795
O 4.32801 -1.29766 1.44850
O 2.21096 -2.38042 1.48561
O 2.35130 -0.12163 2.03429
N 4.70104 0.15154 -1.65451
C 3.74529 -0.76313 -1.51888
N 2.66668 -0.18905 -1.01464
C 3.05325 1.10665 -0.84863
N 4.28164 1.35554 -1.22879
C 2.18025 2.11850 -0.24452
C 2.57631 3.44662 -0.10490
N 1.80799 4.34668 0.49107
C 0.63698 3.92315 0.95682
C 0.22119 2.60902 0.81625
N 0.99296 1.70838 0.20740
H 5.64781 0.02989 -1.97698
H 3.87258 -1.80547 -1.76034
H 3.53761 3.76989 -0.48436
H 0.00943 4.64790 1.46082
H -0.73054 2.26947 1.20592
Cl -5.49241 -1.56072 -4.80709
C -4.44045 -1.76071 -3.52288
C -4.75046 -2.77699 -2.60584
C -3.96227 -2.97677 -1.50607
I -4.32037 -4.43545 -0.18165
C -2.77968 -2.05166 -1.23682
O -2.18714 -2.12180 -0.20011
C -2.43173 -1.06017 -2.30774
N -1.32573 -0.36512 -2.13443
C -0.99885 0.51985 -3.08190
C -1.76728 0.75759 -4.21399
C -2.92701 0.02895 -4.39268
C -3.27208 -0.91613 -3.42253
H -5.62084 -3.38944 -2.79775
H -0.07438 1.06333 -2.92323
H -1.45387 1.49675 -4.93719
H -3.54528 0.18269 -5.26606
C -1.34258 -1.05872 4.76450
S 0.08929 -0.74783 3.75622
C 0.65433 0.76033 4.50702
O -0.51057 -0.31583 2.40317
H -2.00031 -0.19092 4.75170
H -1.00626 -1.28009 5.77719
H -1.84593 -1.93069 4.35309
H -0.13741 1.50719 4.45945
H 1.53499 1.07537 3.95222
H 0.93273 0.55252 5.54013
```



The following is a DFT calculation (ωB97M-V with the def2-TZVPD basis set) of a molecular structure, C17H15ClIN3ORh.

The molecular weight is 542.590 g/mol. The value obtained for the largest force on an atom is 0.38 eV/A. As for the HOMO-LUMO gap (spin up / spin down): 6.52 / 6.57 eV. The calculation puts the energy at -48013.108 eV. Its energy above the lowest of the compared OMol25 structures with the same formula, charge and spin is 0.00 kcal/mol. Its spin multiplicity is 5. As for the charge: +1. The HOMO energy (spin up / spin down) comes out at -10.10 / -12.07 eV.

```
39
C17H15ClIN3ORh, DFT ωB97M-V with the def2-TZVPD basis set
Rh 0.07916 -0.06537 0.42872
C 0.29961 -1.59640 2.36738
C 1.60524 -1.13533 2.11061
C 1.61018 0.26998 2.26249
C 0.29088 0.68433 2.59968
C -0.52448 -0.47408 2.65384
H -0.03091 -2.62037 2.30018
H 2.45350 -1.74936 1.85324
H 2.47230 0.91219 2.17643
H -0.02569 1.69362 2.81073
H -1.57337 -0.49884 2.90282
Cl -0.82888 6.13983 -2.98960
C -1.09973 4.61865 -2.26372
C -2.38447 4.10832 -2.24078
C -2.66167 2.87674 -1.66867
I -4.56889 2.13765 -1.65319
C -1.61204 2.09102 -1.07436
O -1.80597 0.97677 -0.56914
C -0.25453 2.66851 -1.09153
N 0.70182 1.92344 -0.51355
C 1.94762 2.37393 -0.52706
C 2.30475 3.59158 -1.10634
C 1.33276 4.36910 -1.68681
C 0.00738 3.90604 -1.68815
H -3.17795 4.69326 -2.68533
H 2.68798 1.74055 -0.05660
H 3.33784 3.90727 -1.08904
H 1.57641 5.31930 -2.14035
C -4.09571 -2.57775 -1.39327
N -2.91913 -3.12621 -0.72292
C -2.98486 -4.48739 -0.19294
C -1.81952 -2.43656 -0.65687
N -0.83855 -1.81833 -0.62430
H -4.32758 -3.16916 -2.27963
H -3.89791 -1.54900 -1.68297
H -4.94479 -2.60023 -0.71001
H -3.21559 -5.18403 -0.99910
H -3.75917 -4.54577 0.57195
H -2.02575 -4.75258 0.24326
```



The following is a DFT calculation (ωB97M-V with the def2-TZVPD basis set) of a molecular structure, C17H15CrN6OS.

The molecular weight is 403.411 g/mol. The value obtained for the largest force on an atom is 1.15 eV/A. As for the HOMO-LUMO gap (spin up / spin down): 5.45 / 6.60 eV. The calculation puts the energy at -68114.497 eV. Its spin multiplicity is 2. As for the charge: 0. The HOMO energy (spin up / spin down) comes out at -5.23 / -6.12 eV.

```
41
C17H15CrN6OS, DFT ωB97M-V with the def2-TZVPD basis set
Cr 0.40689 -0.41155 0.06477
C 0.05271 -2.72001 1.47878
C 0.81846 -2.65380 0.29660
C 2.16603 -2.26989 0.41732
C 2.75900 -2.13260 1.68161
C 2.00330 -2.26761 2.82522
C 0.63108 -2.51475 2.71693
H -0.98470 -3.01958 1.41438
H 0.45160 -3.09269 -0.62014
H 2.79763 -2.26664 -0.46281
H 3.81828 -1.91984 1.75201
H 2.46070 -2.15691 3.79952
H 0.02031 -2.57348 3.60958
N -3.99995 -0.66258 -0.06885
C -2.96531 -0.71599 0.77900
N -1.84867 -0.78410 0.09267
C -2.27378 -0.75734 -1.20396
N -3.57822 -0.68579 -1.34569
C -1.30217 -0.80367 -2.28360
C -1.64390 -0.80599 -3.63109
N -0.74429 -0.85121 -4.60082
C 0.53208 -0.89776 -4.19382
C 0.88874 -0.88181 -2.86782
N -0.02650 -0.83455 -1.87380
H -4.98194 -0.58571 0.13242
H -3.05968 -0.70967 1.85371
H -2.69152 -0.77055 -3.91107
H 1.28810 -0.92727 -4.97001
H 1.92758 -0.89953 -2.56342
O -0.19997 1.46498 -0.37944
N 0.18597 2.51369 0.32336
C -0.26604 3.72245 -0.07011
C 0.13581 4.86809 0.55740
C 1.02930 4.76873 1.62813
C 1.44530 3.52977 2.03749
C 0.99938 2.35610 1.39918
S 1.41585 0.76866 1.88460
H -0.94270 3.69190 -0.91001
H -0.24378 5.82187 0.21987
H 1.39133 5.65941 2.12534
H 2.12766 3.40720 2.86657
```



The following is a DFT calculation (ωB97M-V with the def2-TZVPD basis set) of a molecular structure, C17H15ErF5I2NO5P.

The molecular weight is 860.341 g/mol. The value obtained for the largest force on an atom is 7.65 eV/A. As for the HOMO-LUMO gap (spin up / spin down): 5.33 / 4.37 eV. The calculation puts the energy at -96260.489 eV. Its spin multiplicity is 4. As for the charge: +3. The HOMO energy (spin up / spin down) comes out at -17.06 / -17.06 eV.

```
47
C17H15ErF5I2NO5P, DFT ωB97M-V with the def2-TZVPD basis set
C -3.28959 -1.82951 1.54789
C -2.15325 -2.13330 2.64103
C -0.96906 -1.04685 2.66829
C -0.37285 -0.66612 1.24518
C 0.55017 -1.71100 0.49960
C 0.90551 -3.14619 1.12946
I 2.20123 -3.24512 2.88833
C 0.43197 -4.40606 0.57487
C -0.49322 -4.47051 -0.72823
I 1.03075 -6.28800 1.51635
C 1.19356 -1.43655 -0.90576
C 0.95320 -0.06880 -1.57350
C 0.03246 0.95545 -0.79356
C -0.66034 0.71974 0.55891
C -1.59095 1.84538 1.16840
F -2.74081 1.23184 1.77111
F -2.11619 2.76688 0.22335
C -0.82212 2.57414 2.41328
F 0.43555 1.95644 2.68324
F -1.58312 2.36615 3.60072
F -0.73224 3.95991 2.25743
C 0.09441 2.16971 -1.81293
O -0.25171 3.41299 -1.78839
N 0.77496 1.82433 -3.10665
C 1.82520 2.82844 -3.51612
P 3.05747 3.32248 -2.17242
O 4.26137 3.99544 -2.86536
O 2.45409 4.51737 -1.08331
O 3.68744 2.02082 -1.27799
C 1.45136 0.51655 -2.97441
O 2.21240 -0.09091 -3.73456
H -3.91823 -2.79551 1.46395
H -2.81317 -1.64793 0.52700
H -3.99562 -1.00021 1.87750
H -1.69953 -3.16714 2.48429
H -2.65600 -2.11627 3.67936
H -1.32962 -0.11897 3.25246
H -0.11640 -1.48122 3.31361
H -0.18507 -5.43091 -1.28841
H -1.60245 -4.54980 -0.46173
H -0.32871 -3.60480 -1.45437
H 1.83635 -2.20798 -1.45492
H 1.35256 3.80255 -3.91875
H 2.43878 2.40482 -4.39300
H 1.90100 5.15165 -1.59513
H 3.51914 2.19660 -0.32305
Er -2.18065 2.11997 -2.76306
```



What is the energy in the second record? -143843.613 eV



Among the records above, which one has the lowest energy? C17H15AsErF2NO2S4